# C4H10N2O2

C4H10N2O2 in the gas phase in a non-equilibrium geometry (the ωB97M-V functional and the def2-TZVPD basis, the Open Molecules 2025 dataset).

Geometry as XYZ:
```
18
Properties=species:S:1:pos:R:3:forces:R:3
O 3.7310 0.2625 -0.1328 -1.7 0.0 1.2
C 2.6189 0.1055 0.3906 2.1 0.9 -0.6
N 1.7170 -0.7402 -0.0969 0.3 -1.7 -5.3
C 0.2976 -0.6370 0.0472 -1.0 -0.8 1.3
N -0.2464 0.6111 -0.3479 -0.5 1.7 -0.5
C -1.5147 1.0724 0.2287 1.7 -1.5 1.2
C -2.7583 0.3672 -0.1928 -1.3 0.4 0.0
O -2.8809 -1.0011 0.0673 -1.7 -1.8 4.2
H 2.2501 0.6256 1.2793 0.3 0.2 0.3
H 1.9901 -0.9640 -1.1529 -0.5 0.3 3.1
H 0.1211 -0.7057 1.1283 -0.4 -0.3 -0.1
H -0.1997 -1.4980 -0.4638 0.6 0.3 0.5
H -0.2769 0.7529 -1.3357 0.2 -0.1 -0.7
H -1.6633 2.1206 0.0385 0.2 0.6 -0.1
H -1.3196 0.9125 1.3105 -0.7 0.4 -0.2
H -2.8886 0.3517 -1.2604 0.1 0.8 -0.7
H -3.5813 0.9567 0.2509 0.0 -0.3 -0.2
H -3.3873 -1.1877 1.0004 2.1 0.9 -3.5
```
Forces are in eV/Å.

Electronic energy ... -11384.123 eV
ΔE to the lowest compared entry with this formula, charge and spin ... 268.22 kJ/mol
Lowest unoccupied orbital energy ... 0.020 Eh
Gap between HOMO and LUMO ... 9.664 eV
Spin multiplicity ... 1

# C26H46N3O6PS

3 unconnected molecules or ions with the total composition C26H46N3O6PS in a non-equilibrium geometry (the ωB97M-V functional and the def2-TZVPD basis, the Open Molecules 2025 dataset).

Geometry as XYZ:
```
83
Properties=species:S:1:pos:R:3:forces:R:3
C -1.1205 -1.2906 -4.2333 0.0 -0.3 0.1
C 0.0636 -2.3875 -3.8359 -0.6 -0.1 -0.3
C 1.4321 -1.6763 -3.2447 0.0 -0.4 -1.0
C 2.2441 -0.7980 -4.3719 0.5 -0.4 -0.2
C 3.5238 0.0656 -3.7416 -0.2 0.5 -1.0
C 3.0655 1.4380 -2.9660 0.1 0.0 -0.1
C 3.6678 1.5430 -1.4110 -0.9 -0.2 -0.8
C 2.5891 1.0525 -0.2709 -1.7 -1.6 2.6
C 0.9513 1.3391 -0.3744 1.0 -1.3 2.3
C -0.1569 0.8406 0.7330 4.9 -0.7 1.3
P -2.0510 1.1576 0.6448 0.3 -2.0 -0.6
S -2.9215 -0.3939 -0.2104 0.3 0.7 0.2
C 0.3770 -0.0356 2.0537 3.4 1.3 -3.0
C 1.9962 -0.2782 2.1405 0.2 1.3 -2.3
C 3.1092 0.2359 1.0520 -4.0 0.6 -0.8
C 4.5988 -0.2155 1.5668 2.2 0.7 -2.6
O 5.7452 -0.2872 0.8857 -7.5 0.5 4.9
N 4.3412 -0.4897 3.0634 -0.3 -0.8 -0.5
C 4.5279 0.7385 3.9757 -0.8 0.5 0.1
C 4.2054 0.2291 5.5002 0.9 -0.7 0.7
C 4.9083 1.1121 6.6915 1.5 5.3 0.9
O 5.2413 2.4063 6.6119 -2.0 -8.6 0.3
O 5.1555 0.3946 7.9833 -2.5 0.5 -3.8
C 2.9475 -1.0590 3.2239 -4.1 -2.6 1.2
O 2.4487 -2.0252 3.9991 3.9 6.0 -4.3
H -1.2567 -1.1974 -5.4153 0.5 0.1 2.7
H -0.8362 -0.2783 -3.7184 -0.7 -1.7 -1.2
H -2.1759 -1.6058 -3.8044 2.3 0.6 -0.8
H -0.3973 -3.1000 -3.0193 1.2 1.4 -1.5
H 0.2781 -3.0586 -4.7991 -0.2 1.5 2.2
H 2.1612 -2.5499 -2.9055 -1.6 2.0 -0.3
H 1.1089 -0.9667 -2.3685 0.8 -1.5 -1.4
H 1.4859 -0.1093 -4.9718 1.7 -1.2 1.4
H 2.7364 -1.5144 -5.1892 -1.2 1.3 1.8
H 4.2226 -0.5813 -3.0550 -1.5 1.0 -1.3
H 4.1784 0.3997 -4.6819 -1.3 -0.8 2.1
H 1.8930 1.4876 -3.0005 2.3 0.0 0.2
H 3.4928 2.3657 -3.5646 -1.0 -1.9 1.3
H 4.6219 0.8388 -1.4015 -2.0 1.7 0.5
H 3.9360 2.6849 -1.2651 -0.4 -2.5 0.1
H 0.5847 1.9629 -1.3218 0.8 -1.5 2.4
H -2.2844 2.3644 -0.1113 0.5 -0.3 0.9
H -2.6276 1.2190 1.9950 1.1 0.7 -1.0
H -0.3310 -0.4623 2.8843 1.5 0.9 -1.9
H 3.7169 1.5376 3.6421 1.8 -1.4 0.8
H 5.6085 1.1583 3.8078 -2.2 -0.9 0.6
H 4.6447 -0.8769 5.5805 -1.0 2.4 -0.1
H 3.0506 0.1577 5.7459 2.4 0.3 -0.7
H 4.4697 -0.3596 7.9776 1.6 1.4 0.0
C -3.6049 5.2984 -3.5711 0.2 -0.3 -0.2
O -3.3774 4.4911 -2.4261 -0.2 0.4 0.4
C -4.1198 4.8833 -1.2685 0.0 -0.2 0.0
C -5.5855 4.3885 -1.2537 0.2 -0.1 -0.4
C -6.5065 5.1768 -2.1813 -0.3 0.2 0.0
N -5.6746 2.9610 -1.5931 0.4 0.1 0.1
H -3.7780 6.3465 -3.3105 -0.1 0.0 0.0
H -4.4436 4.9026 -4.1454 -0.1 0.2 -0.1
H -2.7173 5.2429 -4.2086 0.0 0.0 0.2
H -3.6011 4.4270 -0.4177 0.0 0.0 -0.1
H -4.0603 5.9695 -1.1206 -0.1 0.0 -0.1
H -5.9650 4.5229 -0.2333 0.2 0.0 0.0
H -6.3822 4.9045 -3.2322 0.1 0.0 0.1
H -7.5553 4.9833 -1.9283 0.2 0.0 0.0
H -6.3354 6.2537 -2.0842 0.0 -0.1 0.0
H -5.1352 2.4282 -0.9094 -0.2 -0.1 -0.1
H -5.1591 2.8236 -2.4672 -0.3 0.0 0.2
C -2.9650 -4.7160 2.8912 -0.1 0.4 0.0
O -1.8521 -3.8582 3.0924 0.3 -0.4 0.2
C -0.5824 -4.5137 3.0390 0.2 0.3 -0.1
C -0.0549 -4.7653 1.6066 -0.4 0.1 0.0
C -0.7472 -5.9247 0.8948 0.1 -0.3 -0.2
N -0.1656 -3.5594 0.7733 0.0 0.1 0.4
H -2.7997 -5.7130 3.3094 0.1 0.0 -0.1
H -3.1984 -4.7801 1.8275 -0.1 -0.2 0.0
H -3.8319 -4.2716 3.3895 0.2 0.0 0.0
H 0.1188 -3.8388 3.5430 -0.1 0.0 -0.1
H -0.5997 -5.4390 3.6297 -0.1 -0.1 -0.1
H 1.0069 -5.0276 1.6912 -0.1 0.1 0.1
H -1.7417 -5.6616 0.5263 0.1 0.1 0.1
H -0.1616 -6.2381 0.0228 -0.1 0.1 0.1
H -0.8454 -6.7910 1.5567 0.0 0.1 0.0
H 0.3813 -2.8128 1.2045 0.0 -0.1 -0.2
H -1.1308 -3.2255 0.8483 0.2 -0.1 -0.2
```
Forces are in eV/Å.

Electronic energy ... -64571.123 eV
Lowest unoccupied orbital energy ... -0.069 Eh
Gap between HOMO and LUMO ... 7.046 eV
Spin multiplicity ... 1

Question: Which value of electronic energy does entry 2 give?
Answer: -64571.123 eV

Question: The highest electronic energy belongs to which entry?
Answer: C4H10N2O2

Question: Which formula does entry 2 have?
Answer: C26H46N3O6PS